A structure of composition C19H28DyNOS4 at a distorted geometry. Source: the OMol25 dataset; level of theory: wB97M-V/def2-TZVPD.

Properties
Gap between HOMO and LUMO (spin up / spin down), eV: 6.7 / 4.4
E, Ha: -3348.1752
Multiplicity: 5
E_HOMO (spin up / spin down), eV: -9.7 / -7.4
Charge: +1

Geometry (Å):
Dy -0.1120 -0.8604 -1.1060
C -3.0992 -2.6500 -0.5556
C -2.7672 -2.2903 0.8919
S -0.9996 -1.9573 1.1782
C -1.0685 -1.4619 2.9224
C -0.3224 -0.1460 3.0223
S -0.1349 0.4306 1.3184
C -0.1370 2.2200 1.5746
C -1.2656 2.7082 0.6933
S -1.3606 1.4955 -0.6553
C -3.0962 0.9631 -0.4759
C -3.5706 -0.0249 -1.5471
S -2.5464 -1.5043 -1.8655
H -4.1816 -2.7853 -0.6584
H -2.6497 -3.6224 -0.7893
H -3.0557 -3.1311 1.5327
H -3.3631 -1.4332 1.2124
H -0.6108 -2.2273 3.5563
H -2.1054 -1.3325 3.2500
H 0.6685 -0.2867 3.4655
H -0.8833 0.5594 3.6427
H 0.8246 2.6224 1.2381
H -0.2844 2.5180 2.6163
H -1.0613 3.7093 0.3028
H -2.2068 2.7451 1.2525
H -3.7276 1.8569 -0.5371
H -3.2391 0.5486 0.5232
H -3.6291 0.5089 -2.5033
H -4.5924 -0.3492 -1.3213
C 0.7751 -3.7464 -0.9649
C 1.4326 -3.1616 0.0992
C 2.4062 -2.2115 -0.1285
C 2.7260 -1.8493 -1.4225
C 2.0697 -2.4309 -2.4883
C 1.0921 -3.3790 -2.2593
H 0.0177 -4.4917 -0.7880
H 1.1863 -3.4447 1.1094
H 2.9178 -1.7530 0.7025
H 3.4879 -1.1081 -1.6026
H 2.3200 -2.1458 -3.4981
H 0.5730 -3.8286 -3.0928
O 1.2075 0.8952 -0.7942
N 2.0272 1.9949 -0.6050
C 1.8288 3.1291 -1.3569
C 2.6961 4.2708 -1.1457
C 3.6763 4.2046 -0.2232
C 3.8604 2.9876 0.5575
C 3.0378 1.9453 0.3368
H 1.0247 3.1153 -2.0795
H 2.5270 5.1544 -1.7448
H 4.3401 5.0388 -0.0417
H 4.6471 2.9382 1.2961
H 3.1136 1.0093 0.8777
H -0.4139 0.0439 -2.9221

Atoms 1-3, force components in eV/Å:
Dy 2.5776 -0.5695 -0.5546
C -0.1169 -0.1838 0.2305
C -0.4615 -0.1112 0.0434



A structure of composition C19H28F5O3TeTi at a distorted geometry. Source: the OMol25 dataset; level of theory: wB97M-V/def2-TZVPD.

Properties
Gap between HOMO and LUMO, eV: 7.1
E, Ha: -2583.1141
E_HOMO, eV: -12.0
Charge: +1
ΔE to the lowest compared entry with this formula, charge and spin, eV: 0.000

Geometry (Å):
O -0.2385 0.2189 0.3876
C 0.8108 -0.3422 -0.5677
C 0.3207 0.5115 -1.7211
H 0.6353 -1.4172 -0.6837
H 1.8168 -0.1033 -0.2020
C -0.8108 0.9445 -0.7898
H 0.0220 -0.0525 -2.6047
H 1.0120 1.3255 -1.9719
C -2.1394 0.3458 -1.1931
H -2.0758 -0.7447 -1.2679
H -2.4166 0.7472 -2.1773
H -2.9188 0.6289 -0.4774
C -0.9176 2.4255 -0.5344
H 0.0710 2.8638 -0.3798
H -1.5497 2.6330 0.3391
H -1.3837 2.8904 -1.4112
Ti -0.1326 0.3023 2.4957
C 0.5690 1.9370 4.0233
C 1.5682 0.9223 3.9510
C 2.1338 0.9554 2.6381
H 1.8839 0.3242 4.7981
C 1.4652 1.9727 1.8890
C 0.4917 2.5762 2.7463
H -0.1505 3.4154 2.4772
H 0.0437 2.2199 4.9285
H 2.9752 0.3828 2.2641
H 1.7649 2.3276 0.9071
C -1.5886 0.0544 4.2991
C -2.1137 1.2201 3.6610
C -2.5082 0.8757 2.3391
H -2.2767 2.1948 4.1222
C -2.2671 -0.5278 2.1580
C -1.7458 -1.0378 3.3880
H -1.5821 -2.0832 3.6009
H -1.2320 -0.0227 5.3216
H -3.0438 1.5171 1.6442
H -2.5430 -1.1240 1.2936
O 0.4762 -0.7706 -4.3492
C -0.0986 0.0713 -5.3673
C 0.2457 -0.4755 -6.7706
H 0.2711 1.0958 -5.2185
H -1.1867 0.0989 -5.2097
C 1.2785 -1.5986 -6.5089
H 0.6483 0.3125 -7.4137
H -0.6721 -0.8764 -7.2146
C 1.1555 -1.8744 -4.9980
H 2.2859 -1.2356 -6.7395
H 1.0643 -2.4947 -7.1012
H 2.1325 -2.0018 -4.5056
H 0.5798 -2.8010 -4.8260
F 2.0486 -3.7083 2.2758
Te 1.4194 -2.7002 3.7703
F 0.7419 -1.6838 5.2286
F 3.0322 -1.7027 3.8164
F -0.2108 -3.6914 3.7609
F 2.1787 -3.8407 5.0766
O 0.6603 -1.4005 2.6037

Atoms 1-3, force components in eV/Å:
O 0.9736 -0.3894 -1.0544
C 0.1304 -0.0739 0.7334
C 0.0458 0.1147 0.5644



A structure of composition C19H28I2InN5O3Se2 at a distorted geometry. Source: the OMol25 dataset; level of theory: wB97M-V/def2-TZVPD.

Properties
Gap between HOMO and LUMO, eV: 6.3
E, Ha: -6828.2249
E_HOMO, eV: -12.5
Charge: +2
ΔE to the lowest compared entry with this formula, charge and spin, eV: 0.072

Geometry (Å):
In -1.7784 -0.5853 0.0870
I -0.0166 4.6109 0.8066
C -0.1592 3.3824 -0.8564
C 0.5674 3.7386 -2.0280
C 0.5944 2.9165 -3.1394
I 2.1940 3.3180 -4.3787
C -0.1390 1.6922 -3.2379
C -0.0618 0.7627 -4.3297
C -0.5850 -0.4809 -4.1991
C -1.2059 -0.8801 -3.0163
N -1.4265 0.0529 -2.0234
C -0.7562 1.2502 -2.0306
C -0.7700 2.0600 -0.8266
O -1.2740 1.5329 0.1915
H 1.2063 4.6582 -2.1116
H 0.3721 1.0599 -5.2843
H -0.5657 -1.1985 -5.0000
H -1.6007 -1.8910 -2.8100
C -2.7035 1.9989 3.2745
Se -3.0201 0.0300 3.4154
C -4.9847 -0.0723 3.0356
C -5.2168 -0.1936 1.5835
Se -4.1983 -1.8186 0.8684
C -5.4261 -1.9154 -0.6915
H -2.3839 2.2642 4.3086
H -3.6333 2.4841 3.0582
H -1.9113 2.1737 2.5122
H -5.4799 0.7898 3.4969
H -5.3043 -0.9551 3.5923
H -4.9611 0.6995 1.0219
H -6.2890 -0.5242 1.3304
H -6.4528 -2.0996 -0.3758
H -5.0974 -2.7777 -1.3242
H -5.4762 -0.9486 -1.2526
N 0.0530 -0.5118 1.7131
C 1.2114 -1.2360 1.1708
C 2.2729 -1.4749 2.2399
C 3.5347 -2.2558 1.8490
C 4.2778 -1.8812 0.5271
N 4.6612 -0.4620 0.4436
C 4.7561 0.2734 -0.6517
N 4.4093 -0.2758 -1.8768
N 5.2390 1.5087 -0.5759
C 0.6859 -2.4535 0.3464
O 1.3483 -3.4741 0.2387
O -0.4519 -2.3117 -0.2716
H 0.2525 0.4545 1.9961
H -0.2669 -0.9563 2.5953
H 1.6374 -0.4858 0.4434
H 1.7332 -2.0066 3.0676
H 2.5681 -0.4831 2.6556
H 3.3335 -3.3441 1.8320
H 4.1950 -2.1507 2.7136
H 3.6198 -2.1434 -0.3196
H 5.1657 -2.4758 0.3770
H 5.0797 -0.1003 1.2882
H 4.0224 -1.2311 -1.8552
H 3.9976 0.3218 -2.5775
H 5.3538 1.9152 0.3612
H 5.2541 2.1059 -1.3971

Atoms 1-3, force components in eV/Å:
In 1.1584 -0.2151 0.5357
I -0.2171 -0.2854 0.0128
C -0.1715 -2.0462 -1.0881



An isolated molecule of C19H28N2OS2 at a distorted geometry. Source: the OMol25 dataset; level of theory: wB97M-V/def2-TZVPD.

Properties
Gap between HOMO and LUMO, eV: 8.3
E, Ha: -1721.9340
E_HOMO, eV: -7.8
ΔE to the lowest compared entry with this formula, charge and spin, eV: 0.013

Geometry (Å):
C -5.8694 -2.5462 0.4090
C -5.2833 -1.2607 0.9817
C -3.7785 -1.1220 0.7471
C -3.3497 -1.0830 -0.7220
C -3.9689 0.0507 -1.5426
C -3.6087 1.4524 -1.0506
C -2.1639 1.8394 -1.3655
C -1.7791 3.1489 -0.6991
H -2.6201 3.8406 -0.6624
H -0.9352 3.6361 -1.1841
S -1.2199 2.9119 1.0593
O -2.0598 1.8525 1.6501
C 0.3240 2.0986 0.6515
C 0.6399 0.7804 0.8274
N -0.2703 -0.2081 1.0958
H 0.0922 -1.0244 1.5619
H -1.1477 0.1453 1.4647
C 2.0337 0.5356 0.5685
C 2.7791 -0.6385 0.6160
C 4.1326 -0.5984 0.3261
C 4.7102 0.6372 -0.0137
N 4.0130 1.7614 -0.0647
C 2.7299 1.7096 0.2192
S 1.6919 3.1035 0.1970
C 6.1611 0.7616 -0.3735
C 6.9805 -0.4345 0.0953
C 6.2851 -1.7228 -0.3285
C 4.9576 -1.8521 0.4105
H 5.1549 -2.0609 1.4679
H 4.3826 -2.6942 0.0171
H 6.1070 -1.7005 -1.4058
H 6.9126 -2.5884 -0.1083
H 7.0761 -0.4150 1.1832
H 7.9835 -0.3828 -0.3314
H 6.2267 0.8481 -1.4627
H 6.5432 1.6951 0.0422
H 2.3081 -1.5778 0.8738
H -1.4865 1.0550 -1.0242
H -2.0395 1.9323 -2.4483
H -3.7690 1.5151 0.0242
H -4.2745 2.1771 -1.5280
H -3.6429 -0.0543 -2.5815
H -5.0549 -0.0556 -1.5339
H -3.6112 -2.0308 -1.1975
H -2.2614 -0.9995 -0.7519
H -3.4356 -0.2159 1.2487
H -3.2735 -1.9682 1.2215
H -5.4593 -1.2429 2.0602
H -5.8048 -0.4017 0.5567
H -5.8100 -2.5542 -0.6764
H -6.9160 -2.6425 0.6903
H -5.3318 -3.4125 0.7896

Atoms 1-3, force components in eV/Å:
C -0.0101 0.2551 0.0859
C 0.1702 -0.1654 0.0201
C -0.1065 0.0715 -0.1184